No. 1
Molecular formula: C21H43B2CoF16LiNO6
Method: DFT, wB97M-V/def2-TZVPD

Geometry (Å):
Co -21.3929 -4.8682 -24.5959
F -23.9214 -1.3737 -19.4042
F -18.4745 -11.0675 -26.1517
F -20.3124 -8.9409 -25.9769
F -20.9279 -10.2041 -27.5807
F -25.0156 -4.0218 -19.0325
F -21.0218 -5.3657 -18.3430
F -25.2646 -9.3192 -25.9835
F -21.5530 -7.8436 -17.2442
F -19.6552 -11.3162 -24.4135
F -25.8303 -1.8280 -20.2597
F -22.9479 -8.1896 -18.7999
F -23.0044 -5.4589 -17.5254
F -24.6823 -10.6284 -24.4356
F -24.0838 -11.1236 -27.8846
F -24.8869 -4.3996 -21.0672
F -25.7100 -11.9189 -26.6375
O -20.1200 -6.0845 -23.3924
O -17.6952 -6.2392 -25.0462
O -22.6834 -5.4447 -19.8173
O -26.0107 -7.0434 -22.3610
O -21.9400 -10.3457 -25.5162
O -26.9476 -2.4474 -23.7784
N -25.5873 -4.7836 -24.1645
C -24.3368 -3.6407 -20.0993
C -20.7437 -10.1402 -26.2453
C -25.9012 -3.8354 -25.3480
C -26.0589 -2.4016 -24.8494
C -21.9220 -7.4257 -18.4933
C -16.4869 -7.0465 -26.8306
C -22.8381 -4.0096 -20.0446
C -23.0283 -9.4733 -25.7029
C -25.6277 -7.7668 -21.1487
C -24.4714 -11.3557 -26.6223
C -25.0005 -7.1671 -23.3489
C -25.4041 -6.2515 -24.5591
C -27.3278 -1.2135 -23.2690
C -20.4676 -7.2515 -22.7226
C -17.6306 -6.1786 -26.4483
C -19.7413 -11.1777 -25.7418
C -17.3087 -7.5840 -24.6386
C -24.5581 -2.1518 -20.3241
C -24.3413 -10.2000 -25.6476
C -22.2029 -5.9061 -18.5354
C -16.4781 -8.1295 -25.8173
B -22.9456 -3.9262 -23.4954
B -22.1971 -6.0308 -26.2304
Li -18.4390 -4.6914 -23.9423
H -22.3239 -4.9620 -26.3064
H -24.0372 -6.8135 -22.9813
H -22.8150 -6.5471 -26.9486
H -25.1155 -3.9528 -26.0944
H -22.8360 -3.6846 -24.5413
H -26.4816 -0.7605 -22.7525
H -16.5589 -7.3784 -27.8664
H -15.5010 -8.4686 -25.4734
H -27.6671 -0.5096 -24.0289
H -24.6296 -6.3209 -25.3228
H -20.4897 -7.1972 -21.6341
H -24.7388 -4.4676 -23.7170
H -23.1882 -4.9772 -23.4690
H -28.0632 -1.2673 -22.4663
H -25.1155 -1.9607 -24.5273
H -22.9561 -9.0921 -26.7215
H -24.9257 -8.2197 -23.6217
H -26.2740 -4.6347 -23.4390
H -22.4361 -3.4465 -19.2023
H -26.4806 -7.7118 -20.4722
H -19.8490 -8.1031 -23.0058
H -20.1234 -12.1062 -26.1660
H -21.1416 -6.2243 -26.3428
H -24.7625 -7.3111 -20.6672
H -18.6172 -6.4630 -26.8139
H -24.1561 -1.8247 -21.2830
H -25.4490 -8.8276 -21.3245
H -26.3384 -6.5510 -25.0340
H -22.5215 -6.3178 -25.2421
H -16.8873 -9.0561 -26.2198
H -22.9669 -8.6370 -25.0066
H -26.5250 -1.7486 -25.5872
H -23.8106 -12.1540 -26.2846
H -18.1690 -8.2490 -24.5627
H -26.8294 -4.0921 -25.8585
H -21.1604 -7.7006 -19.2231
H -17.3921 -5.1611 -26.7583
H -22.3404 -3.7639 -20.9827
H -21.9858 -3.7667 -23.0288
H -21.4827 -7.5568 -22.9765
H -15.5796 -6.4474 -26.7532
H -16.7699 -7.6110 -23.6915
H -23.7773 -3.4144 -23.0366

As for the total charge: +1. As for the gap between HOMO and LUMO (alpha / beta): 8.18 / 7.91 eV. The spin multiplicity is 4.

Here are the Mulliken charges for atoms 1 to 8, given in e: atom 1 (Co): 0.2358, atom 2 (F): -0.3197, atom 3 (F): -0.2938, atom 4 (F): -0.2647, atom 5 (F): -0.2967, atom 6 (F): -0.3671, atom 7 (F): -0.2832, atom 8 (F): -0.3062

No. 2
Molecular formula: C21H43BCl34I2O8P2
Method: DFT, wB97M-V/def2-TZVPD

Geometry (Å):
I 5.1915 -0.1275 -1.0352
I 3.6413 -2.6947 -2.9526
Cl 1.1010 0.4475 5.9450
Cl -1.2262 9.3283 4.7014
Cl 0.7384 -6.4909 2.3916
Cl -0.1814 3.9543 -4.8710
Cl -2.4151 -2.0439 -1.7873
Cl 1.3132 8.3746 5.8046
Cl 5.6475 0.9695 8.0269
Cl -1.3839 1.4477 4.8352
Cl -7.2374 6.2821 -1.5961
Cl 7.1625 -2.9443 -3.2510
Cl -1.9775 5.0103 1.9873
Cl 2.7285 -5.7916 0.3550
Cl -0.9940 2.4349 -2.0034
Cl 2.7659 -5.3301 -4.6962
Cl 1.5420 4.2980 -7.2133
Cl 4.8215 1.0235 -8.3178
Cl 1.9875 -8.0402 -5.4882
Cl -0.8664 -4.5196 -1.8049
Cl -4.4554 5.9493 -0.7484
Cl -4.4669 -2.6234 0.9693
Cl -4.7055 3.2863 3.6889
Cl -7.0245 0.4277 3.8663
Cl -4.3730 2.9082 -3.7062
Cl -0.4620 -12.5275 -4.1474
Cl 2.4128 -12.0594 -3.8402
Cl -4.3589 -0.7144 4.1000
Cl 5.8751 -3.7400 -5.7582
Cl 5.3340 3.4040 -6.6956
Cl -1.3011 4.6043 4.7986
Cl -0.9843 5.3577 -2.2401
Cl -7.1312 2.2245 -4.4155
Cl -5.7223 2.3462 1.1184
Cl 5.2405 0.5606 5.1593
Cl -4.5330 -5.5466 1.1356
P 2.5815 -1.0280 1.8247
P 3.3598 1.5148 3.0215
O 2.5957 -0.1815 0.4266
O 2.0881 2.1494 2.1625
O 1.0580 -1.3671 2.2394
O 0.4191 -0.1219 2.5887
O -0.8902 1.1153 0.9592
O -1.6666 -0.9543 1.8673
O 3.2332 -0.2141 3.0201
O 3.2467 -2.3001 1.6495
C -0.6329 0.1691 5.7927
C 4.4649 0.8219 6.7235
C 7.3132 -3.8850 -4.7372
C -6.1540 5.8097 -0.2793
C 1.2535 -2.2262 -1.0572
C -1.2948 3.9802 -1.1849
C -0.8805 4.2247 3.1254
C 0.7914 -11.3815 -3.6562
C -4.8010 -4.0241 1.9941
C 2.6510 -1.7687 -1.3487
C 3.2236 -0.8262 -0.6359
C 2.9035 -6.5914 -5.9267
C -5.8917 -0.4258 4.9265
C -6.0476 3.4687 -3.7796
C 4.6126 2.7730 -8.1797
C -2.4790 -3.8088 -1.6838
C 0.2145 4.9742 -6.2541
C 1.3895 -5.2150 1.3507
C 4.8705 1.8288 2.0137
C -0.4312 8.1021 5.6964
C -4.3677 2.3150 2.2546
B -0.7188 0.0215 1.7647
H 0.6393 -11.1259 -2.6148
H -0.6450 4.0433 -0.3224
H -0.9616 3.1543 2.9852
H 3.8192 -0.0223 6.9326
H -6.3699 3.7315 -2.7797
H 7.4511 -4.9273 -4.4760
H -4.2021 1.2907 2.5574
H -6.3299 -1.3761 5.2069
H -2.9246 -4.0895 -0.7383
H 4.6332 2.3073 1.0692
H -6.3552 4.7787 -0.0140
H 0.5611 -1.4023 -0.9222
H -0.4517 1.0183 0.1035
H 3.5526 2.9963 -8.1732
H -5.7028 0.1767 5.8072
H 3.9476 -6.8610 -6.0325
H -6.3337 6.4578 0.5698
H -1.9722 -1.1487 0.9687
H 2.5179 -6.2082 -6.8638
H -0.8506 8.1398 6.6945
H 0.9512 -2.8497 -1.8933
H 5.4841 2.4674 2.6408
H -6.0952 4.3355 -4.4272
H 0.5147 5.9507 -5.8927
H -1.0728 0.1698 6.7827
H 1.7528 -4.4047 1.9744
H 5.0911 3.2484 -9.0274
H -2.3326 4.0138 -0.8739
H -4.1409 -3.9877 2.8528
H 1.2696 -2.8830 -0.1911
H -0.8011 -0.7838 5.3036
H 3.8857 1.7375 6.6706
H -3.0779 -4.1808 -2.5062
H 5.4086 0.8999 1.8730
H -0.6016 7.1304 5.2497
H 0.7135 -10.4963 -4.2754
H -0.6606 5.0603 -6.8868
H 2.3935 2.3528 1.2652
H 0.5970 -4.8656 0.6997
H -3.4867 2.7118 1.7624
H -5.8358 -3.9804 2.3115
H 0.1353 4.5466 2.9303
H 8.1677 -3.5202 -5.2940

As for the gap between HOMO and LUMO: 8.90 eV.

Here are the Mulliken charges for atoms 1 to 8, given in e: atom 1 (I): -0.0118, atom 2 (I): 0.3538, atom 3 (Cl): -0.0652, atom 4 (Cl): -0.1581, atom 5 (Cl): -0.1974, atom 6 (Cl): -0.0396, atom 7 (Cl): -0.1158, atom 8 (Cl): -0.1634

No. 3
Molecular formula: C21H43BHgO2P2
Method: DFT, wB97M-V/def2-TZVPD

Geometry (Å):
Hg -0.6978 -1.8869 -1.0249
P -3.3543 0.9629 -3.0523
P -5.1862 1.0414 0.4665
O 1.9049 -0.8808 -0.5793
O 2.2443 -2.3484 -2.3744
C -1.0848 -2.1704 1.0942
C 4.6215 -2.6264 -2.3459
C -3.8493 1.5346 -4.7137
C 3.3070 -1.0765 -0.6956
C 3.9289 0.2683 -0.4088
C -3.9216 3.5824 -1.8940
C -3.2481 4.7203 -1.1440
C -5.4239 1.6407 -1.2076
C -2.8490 2.6730 -2.4364
C 3.7549 -2.0447 0.4019
C -5.8102 -0.6118 0.8245
C -3.6030 2.0158 0.8011
C -1.8698 2.3220 -1.2362
C -3.1425 4.5204 0.3972
C -3.9240 3.4113 0.8997
C 3.4781 -1.6563 -2.1441
C -2.4941 -0.5892 -3.2619
C -6.5042 2.0590 1.2933
C -2.5255 1.3976 -0.2313
C -4.9988 0.6817 -2.2949
C 3.6599 -0.5652 -3.1992
B 1.3754 -1.7445 -1.5005
H -2.0916 -2.5924 1.2618
H 4.6943 -0.1966 -3.1508
H -1.4906 3.2282 -0.7454
H -2.0946 4.4328 0.7243
H -3.8126 5.6442 -1.3394
H -6.4916 3.1033 0.9392
H -4.3772 2.4989 -4.6589
H -0.9568 -1.2136 1.6376
H 4.6014 -3.4520 -1.6309
H -2.8296 -1.0837 -4.1828
H -5.7096 0.8094 -3.1254
H -3.0012 0.5469 -0.7862
H 3.7458 0.5276 0.6398
H -6.3301 2.0430 2.3843
H -5.7175 -1.2672 -0.0537
H -3.3000 1.6593 1.8146
H 5.5900 -2.1085 -2.2507
H 4.5684 -3.0468 -3.3543
H 3.2803 -3.0340 0.3143
H -1.4097 -0.4236 -3.3278
H -2.7045 -1.2743 -2.4239
H -2.2317 4.8559 -1.5358
H -5.2486 -1.0267 1.6754
H -3.5199 5.4346 0.8856
H -4.5136 0.7942 -5.1858
H -4.7049 3.6745 1.5895
H 2.9754 0.2779 -3.0598
H -2.2923 3.1622 -3.2626
H 4.8449 -2.1729 0.3946
H 3.4896 -0.9707 -4.2028
H 3.4497 -1.6196 1.3663
H 5.0033 0.2224 -0.5943
H -4.5412 3.9650 -2.7068
H -6.4873 1.9176 -1.3122
H -0.2657 -2.8685 1.3558
H -1.7671 0.8579 0.3735
H 3.4844 1.0573 -1.0216
H -5.0512 -0.3742 -1.9767
H -0.9558 1.8402 -1.6326
H -4.6719 2.8969 -1.2573
H -6.8822 -0.5436 1.0930
H -7.5000 1.6391 1.0663
H -2.9645 1.6669 -5.3454

As for the relative energy (zero: lowest compared OMol25 entry of this formula, charge and spin): 27.1 kcal/mol. As for the gap between HOMO and LUMO (alpha / beta): 3.93 / 3.94 eV.

Here are the natural (NBO) charges for atoms 1 to 8, given in e: atom 1 (Hg): 0.9940, atom 2 (P): 1.4868, atom 3 (P): 1.3930, atom 4 (O): -0.7377, atom 5 (O): -0.7242, atom 6 (C): -1.2201, atom 7 (C): -0.6216, atom 8 (C): -0.9484